[1]
9
Properties=species:S:1:pos:R:3:forces:R:3 method="wB97M-V/def2-TZVPD" smiles=OCC(F)(F)Cl homo_ev=-10.80
C -0.331 -0.642 -0.130 0.557 1.185 0.725
C 0.799 0.590 -0.098 -2.702 -3.529 2.218
H -2.039 0.312 0.617 1.405 -1.207 -1.915
H -0.292 -1.221 -1.052 0.717 -0.076 0.167
H -0.024 -1.275 0.813 -0.997 1.173 -1.775
O -1.679 -0.145 -0.227 0.126 0.772 2.371
F 0.663 1.487 -1.033 0.302 0.504 0.022
F 0.510 1.124 1.181 1.000 0.304 -1.720
Cl 2.394 -0.228 -0.071 -0.408 0.875 -0.093

---

[2]
63
Properties=species:S:1:pos:R:3:forces:R:3 method="wB97M-V/def2-TZVPD" total_charge=+2 homo_ev=-13.74
Ti -0.599 -0.981 -0.795 0.569 -0.822 -0.250
O -3.519 1.630 -2.198 0.214 -0.112 0.041
C -2.718 0.863 -1.528 -0.194 0.121 0.321
O -1.732 0.284 -2.005 -0.318 0.136 -0.078
C -3.012 0.665 -0.078 -0.007 0.197 -0.230
C -4.076 1.114 0.672 0.067 -0.107 0.230
C -4.121 0.703 2.013 0.015 0.059 -0.155
C -3.147 -0.139 2.528 0.114 -0.066 -0.014
C -2.113 -0.539 1.685 -0.264 0.120 0.361
N -2.064 -0.107 0.446 -0.039 -0.011 -0.174
C -1.017 -1.532 1.984 0.294 -0.067 -0.622
O -0.891 -2.126 3.001 0.039 -0.012 0.065
O -0.217 -1.688 0.872 -0.521 0.125 0.436
H -3.229 1.705 -3.125 -0.034 0.022 -0.071
H -4.846 1.741 0.245 -0.006 0.010 -0.023
H -4.937 1.031 2.642 -0.012 0.003 0.014
H -3.177 -0.497 3.548 -0.012 0.002 0.007
S 1.272 -1.314 -2.108 -0.072 -0.051 0.344
C 2.688 -0.772 -1.150 -0.054 -0.074 -0.111
C 3.907 -1.411 -1.324 0.057 0.039 0.042
C 5.007 -0.980 -0.591 -0.032 0.001 -0.008
C 4.898 0.078 0.300 -0.045 0.012 -0.003
C 3.681 0.726 0.464 0.107 0.010 -0.028
C 2.582 0.304 -0.271 0.074 -0.069 0.013
As 0.856 1.100 -0.165 -0.158 0.108 -0.092
C 0.790 2.505 -1.461 0.036 0.066 -0.097
C -0.331 3.330 -1.545 -0.071 0.080 0.011
C -0.407 4.294 -2.537 0.053 -0.008 -0.022
C 0.627 4.425 -3.458 -0.017 -0.004 0.010
C 1.734 3.596 -3.382 0.018 -0.041 0.045
C 1.820 2.631 -2.386 0.021 0.070 -0.027
C 0.702 1.855 1.583 0.056 0.082 0.256
C 0.568 3.223 1.803 -0.050 0.055 0.013
C 0.468 3.703 3.103 -0.002 -0.010 -0.019
C 0.504 2.830 4.180 0.003 -0.051 -0.029
C 0.660 1.466 3.963 -0.009 0.075 -0.027
C 0.762 0.980 2.669 0.045 -0.093 0.076
H 4.004 -2.235 -2.016 -0.021 -0.011 -0.020
H 5.956 -1.480 -0.720 0.021 -0.009 -0.001
H 5.760 0.401 0.866 0.017 0.004 0.011
H 3.597 1.555 1.158 -0.043 -0.020 -0.023
H -1.141 3.263 -0.823 0.059 -0.065 0.053
H -1.260 4.957 -2.586 -0.026 0.002 0.003
H 0.571 5.181 -4.229 -0.012 0.016 -0.010
H 2.542 3.701 -4.094 0.002 0.002 -0.014
H 2.695 1.994 -2.333 -0.034 0.001 0.016
H 0.562 3.929 0.983 -0.011 -0.062 -0.066
H 0.375 4.766 3.274 -0.003 0.020 -0.009
H 0.432 3.212 5.188 -0.002 0.010 0.027
H 0.720 0.783 4.799 0.005 -0.020 0.016
H 0.940 -0.082 2.527 0.029 0.096 -0.070
S -2.201 -2.688 -1.584 0.211 -0.113 -0.062
C -1.533 -4.220 -1.092 -0.154 0.415 -0.115
N -0.251 -4.533 -1.029 -0.031 0.188 0.000
C -0.061 -5.965 -0.752 0.018 -0.002 -0.037
C -1.493 -6.419 -0.389 -0.040 -0.050 -0.018
N -2.297 -5.253 -0.784 0.169 0.064 -0.035
H 0.465 -3.895 -1.356 -0.037 -0.157 0.063
H 0.638 -6.111 0.067 0.002 -0.006 -0.014
H 0.318 -6.460 -1.646 -0.012 -0.028 0.044
H -1.606 -6.603 0.678 0.002 -0.011 -0.014
H -1.804 -7.302 -0.942 0.027 0.002 0.028
H -3.301 -5.193 -0.756 -0.004 -0.062 0.044

---

[3]
22
Properties=species:S:1:pos:R:3:forces:R:3 method="wB97M-V/def2-TZVPD" smiles=CC1(C)[C@]2(O)[C@H](N)[C@]12C homo_ev=-7.97
C -0.965 -0.117 1.928 -0.010 -0.244 0.537
C 1.746 -0.911 -0.731 0.372 0.026 -0.371
C -0.545 -1.956 -0.801 -0.497 -0.048 0.678
C -0.390 0.588 -0.594 -2.151 0.520 -0.004
C 0.030 0.264 0.883 -1.639 -1.065 -0.593
C 0.277 -0.741 -0.449 1.197 3.373 1.553
N 1.216 2.454 0.245 0.080 0.805 -0.231
C -0.028 1.701 0.380 2.779 -2.471 -1.734
O -1.771 0.593 -0.931 0.110 -0.176 -0.472
H -1.898 0.344 -1.861 0.239 0.138 0.402
H 1.635 2.382 -0.680 -0.267 -0.327 0.192
H 1.072 3.456 0.360 -0.169 -0.243 0.203
H -0.880 2.310 0.681 0.010 -0.423 0.105
H -1.813 0.575 1.984 0.024 -0.045 -0.081
H -1.357 -1.130 1.817 0.017 0.023 -0.059
H -0.448 -0.080 2.894 -0.228 -0.050 -0.027
H 2.329 -0.033 -0.446 -0.193 -0.078 -0.023
H 2.138 -1.760 -0.161 -0.065 0.069 -0.081
H -0.055 -2.869 -0.453 0.026 0.142 -0.015
H -1.555 -1.930 -0.382 0.167 0.063 -0.065
H -0.647 -2.034 -1.890 0.122 0.119 0.121
H 1.912 -1.105 -1.795 0.075 -0.109 -0.033

---

The records above yield energy relative to the best compared isomer or geometry (same formula, charge and spin) values of 14.5 0.0 84.4 kcal/mol, respectively.